1.
{
  "formula": "C34H52O17",
  "method": "wB97M-V/def2-TZVPD",
  "energy_ha": -2605.87246,
  "homo_energy_ev": -9.236,
  "smiles": "Cc1cccc(CC2=CC(=O)C=CC2=O)c1.CCOC(=O)OC.CCOC(=O)OC.CCOC(=O)OC.CCOC(=O)OC.CCOC(=O)OC",
  "elements": ["C", "C", "C", "C", "C", "C", "C", "C", "C", "C", "O", "C", "C", "C", "O", "C", "H", "H", "H", "H", "H", "H", "H", "H", "H", "H", "H", "H", "C", "C", "O", "C", "O", "O", "C", "H", "H", "H", "H", "H", "H", "H", "H", "C", "C", "O", "C", "O", "O", "C", "H", "H", "H", "H", "H", "H", "H", "H", "C", "C", "O", "C", "O", "O", "C", "H", "H", "H", "H", "H", "H", "H", "H", "C", "C", "O", "C", "O", "O", "C", "H", "H", "H", "H", "H", "H", "H", "H", "C", "C", "O", "C", "O", "O", "C", "H", "H", "H", "H", "H", "H", "H", "H"],
  "xyz": [[4.0167, -0.4398, 2.9188], [3.3250, 0.7114, 2.2442], [3.7597, 1.2144, 1.0235], [3.0983, 2.2778, 0.4331], [1.9887, 2.8432, 1.0254], [1.5034, 2.3196, 2.2157], [0.1986, 2.8363, 2.7809], [-0.9228, 1.9870, 2.2584], [-1.9301, 2.4488, 1.5162], [-2.9446, 1.5006, 0.9861], [-4.1083, 1.7975, 0.8376], [-2.4227, 0.1348, 0.6849], [-1.4497, -0.3453, 1.4518], [-0.9325, 0.5148, 2.5548], [-0.6072, 0.0693, 3.6305], [2.1942, 1.2689, 2.8238], [3.2841, -1.1974, 3.1995], [4.5046, -0.1208, 3.8384], [4.7412, -0.9158, 2.2632], [4.6137, 0.7558, 0.5424], [3.4335, 2.6505, -0.5265], [1.4608, 3.6582, 0.5478], [0.2216, 2.8304, 3.8694], [0.0422, 3.8497, 2.4159], [-2.0178, 3.5011, 1.2804], [-2.8487, -0.4326, -0.1301], [-1.0208, -1.3300, 1.3269], [1.8234, 0.8598, 3.7550], [0.2769, -4.6584, -3.2924], [0.0936, -3.3167, -3.9691], [-0.1393, -2.2675, -3.0137], [0.9444, -1.8088, -2.3875], [2.0778, -2.1696, -2.5702], [0.5507, -0.8942, -1.5053], [1.6107, -0.3760, -0.6901], [-0.5694, -4.8786, -2.6394], [0.3519, -5.4469, -4.0409], [1.1851, -4.6696, -2.6909], [-0.7945, -3.3167, -4.5983], [0.9524, -3.0593, -4.5873], [2.4322, -0.0163, -1.3016], [1.9614, -1.1494, -0.0059], [1.1997, 0.4455, -0.1134], [-2.3295, 8.1100, 0.3995], [-1.5028, 8.0018, 1.6620], [-0.2056, 7.4380, 1.4015], [0.6934, 8.2803, 0.8958], [0.5265, 9.4501, 0.6715], [1.8227, 7.6013, 0.6905], [2.8845, 8.3758, 0.1252], [-2.3952, 7.1413, -0.0975], [-3.3376, 8.4458, 0.6413], [-1.8868, 8.8219, -0.2957], [-1.9639, 7.3150, 2.3693], [-1.3858, 8.9690, 2.1488], [3.0643, 9.2725, 0.7134], [2.6469, 8.6511, -0.9009], [3.7612, 7.7357, 0.1438], [-3.7984, 2.4575, -2.2340], [-3.8444, 2.4697, -3.7448], [-3.0514, 3.5393, -4.2906], [-1.7420, 3.3102, -4.3324], [-1.1816, 2.3020, -3.9871], [-1.1458, 4.3974, -4.8248], [0.2790, 4.3077, -4.8974], [-4.0892, 3.4291, -1.8337], [-4.4772, 1.7057, -1.8341], [-2.7903, 2.2324, -1.8841], [-4.8535, 2.6646, -4.1020], [-3.5084, 1.5217, -4.1636], [0.5840, 3.4126, -5.4345], [0.7094, 4.2995, -3.8970], [0.6056, 5.1937, -5.4332], [-5.1979, -7.5916, 0.6056], [-4.7941, -6.4578, 1.5221], [-3.6681, -5.7305, 1.0029], [-3.9530, -4.8434, 0.0529], [-5.0459, -4.5864, -0.3796], [-2.8099, -4.2806, -0.3432], [-2.9536, -3.3171, -1.3907], [-4.3450, -8.2412, 0.4067], [-5.9866, -8.1835, 1.0699], [-5.5680, -7.2102, -0.3451], [-4.4554, -6.8376, 2.4838], [-5.6204, -5.7698, 1.6958], [-3.6947, -2.5645, -1.1283], [-3.2433, -3.8052, -2.3205], [-1.9801, -2.8517, -1.5119], [5.2406, -6.6034, 3.8772], [5.2637, -7.0053, 2.4188], [3.9829, -6.8170, 1.7956], [3.7055, -5.5665, 1.4329], [4.4303, -4.6128, 1.5561], [2.4800, -5.5482, 0.9100], [2.0432, -4.2537, 0.4923], [4.4451, -7.1312, 4.4040], [6.1930, -6.8486, 4.3471], [5.0700, -5.5329, 3.9827], [5.4670, -8.0690, 2.3129], [6.0214, -6.4535, 1.8639], [2.7630, -3.7965, -0.1841], [1.8853, -3.6131, 1.3603], [1.0988, -4.3954, -0.0270]],
  "forces_ev_per_a": [[-0.2, -0.1, 0.0], [0.0, -0.1, -0.1], [0.1, 0.0, 0.2], [0.3, 0.1, -0.4], [-0.2, -0.1, 0.0], [0.2, -0.2, 0.3], [0.1, -0.1, -0.1], [-0.2, 0.1, -0.1], [0.3, -0.1, 0.0], [-0.1, 0.0, 0.0], [0.1, 0.1, -0.2], [0.2, -0.1, 0.1], [0.0, 0.1, -0.1], [-0.1, 0.0, 0.0], [0.3, 0.0, -0.1], [-0.3, 0.3, -0.1], [0.0, -0.1, 0.0], [0.1, 0.0, 0.0], [0.1, 0.0, 0.0], [0.1, 0.1, -0.1], [0.1, 0.0, 0.0], [0.0, 0.1, -0.1], [0.0, 0.0, 0.1], [-0.1, 0.1, 0.2], [-0.2, 0.1, 0.1], [-0.2, 0.0, 0.0], [-0.1, -0.1, 0.1], [0.0, 0.0, 0.0], [0.0, 0.1, 0.2], [0.0, -0.2, -0.2], [0.0, 0.0, 0.0], [-0.1, 0.0, 0.1], [0.0, 0.0, 0.0], [0.0, 0.0, 0.1], [0.0, 0.0, 0.2], [0.0, 0.0, 0.0], [0.0, 0.0, 0.0], [0.0, 0.0, 0.0], [0.0, 0.1, 0.0], [0.0, 0.0, 0.1], [0.0, -0.1, 0.0], [0.1, 0.0, -0.1], [-0.2, 0.0, -0.1], [0.1, 0.0, -0.1], [-0.2, 0.1, 0.1], [0.0, -0.1, 0.0], [0.0, -0.1, 0.0], [0.0, 0.0, 0.0], [0.0, 0.0, 0.0], [0.1, 0.0, 0.0], [0.0, 0.0, 0.0], [0.0, 0.0, 0.0], [0.0, 0.0, 0.0], [0.1, 0.0, 0.0], [0.1, 0.0, 0.0], [0.0, 0.0, 0.0], [0.0, 0.0, 0.0], [0.0, 0.0, 0.0], [0.2, 0.1, 0.0], [-0.2, -0.2, 0.1], [0.0, 0.0, -0.1], [0.0, 0.1, 0.0], [0.0, 0.0, 0.0], [0.0, 0.0, 0.0], [0.1, 0.1, 0.0], [-0.1, 0.0, 0.0], [0.0, 0.0, 0.0], [0.0, 0.0, 0.0], [0.0, 0.1, 0.0], [0.1, 0.0, 0.0], [0.0, 0.0, 0.0], [0.0, -0.1, 0.0], [0.0, 0.0, 0.0], [0.1, 0.0, -0.1], [-0.2, -0.1, 0.1], [0.0, 0.0, 0.0], [0.0, -0.1, 0.0], [0.0, 0.0, 0.0], [0.1, 0.0, 0.0], [0.1, 0.1, 0.0], [0.0, 0.0, 0.1], [0.0, 0.0, 0.0], [0.0, 0.0, 0.0], [0.1, 0.0, 0.0], [0.0, 0.0, -0.1], [-0.1, -0.1, 0.0], [-0.1, 0.0, 0.0], [0.0, 0.0, 0.0], [-0.1, 0.1, 0.0], [0.2, -0.1, 0.1], [0.0, 0.0, 0.0], [0.0, 0.0, 0.1], [0.0, 0.0, 0.0], [0.0, 0.0, -0.1], [-0.1, 0.2, -0.1], [0.0, 0.0, 0.0], [0.0, 0.0, 0.0], [0.0, 0.0, 0.0], [-0.1, 0.0, 0.0], [0.0, 0.1, 0.0], [0.0, 0.0, 0.0], [0.1, 0.0, 0.0], [0.0, -0.1, 0.0]]
}

***

2.
{
  "formula": "C34H53AsBr2N6O2PSbTm",
  "method": "wB97M-V/def2-TZVPD",
  "energy_ha": -10856.38230,
  "total_charge": 3,
  "homo_energy_ev": [-15.682, -15.682],
  "s_squared": 2.0018,
  "spin_multiplicity": 3,
  "elements": ["Tm", "C", "C", "C", "C", "C", "C", "N", "Sb", "C", "C", "C", "C", "C", "C", "N", "C", "C", "C", "C", "C", "C", "N", "H", "H", "H", "H", "H", "H", "H", "H", "H", "H", "H", "H", "H", "H", "H", "H", "H", "H", "Br", "C", "Br", "H", "H", "C", "As", "C", "C", "O", "H", "H", "H", "H", "H", "H", "H", "H", "H", "O", "P", "N", "C", "C", "C", "C", "N", "C", "C", "C", "C", "N", "C", "C", "C", "C", "H", "H", "H", "H", "H", "H", "H", "H", "H", "H", "H", "H", "H", "H", "H", "H", "H", "H", "H", "H", "H", "H", "H", "H"],
  "xyz": [[1.0453, 0.5256, 0.5223], [-2.1458, 1.1076, 1.5197], [-1.7268, 2.3568, 0.8143], [-2.5764, 3.4559, 0.7398], [-2.1474, 4.6231, 0.1294], [-0.8570, 4.6566, -0.3740], [-0.0639, 3.5210, -0.2800], [-0.4846, 2.3819, 0.2823], [1.9569, 3.8257, -1.1304], [1.9263, 2.0824, -2.4414], [2.1535, 2.4073, -3.7684], [2.2440, 1.3991, -4.7140], [2.0977, 0.1019, -4.2660], [1.8618, -0.1541, -2.9168], [1.7537, -1.5790, -2.4914], [1.7671, 0.8253, -1.9904], [3.3657, 3.0014, 0.3729], [4.3973, 3.9038, 0.6003], [5.4133, 3.5786, 1.4844], [5.3140, 2.3682, 2.1419], [4.2316, 1.5248, 1.8996], [4.1231, 0.2807, 2.7316], [3.2700, 1.8128, 0.9939], [-3.1752, 1.1847, 1.8616], [-1.4973, 0.9240, 2.3850], [-2.0677, 0.2457, 0.8531], [-3.5661, 3.3964, 1.1634], [-2.7906, 5.4868, 0.0654], [-0.4595, 5.5553, -0.8290], [2.2777, 3.4435, -4.0477], [2.4339, 1.6213, -5.7516], [2.1743, -0.7291, -4.9495], [1.3701, -2.1834, -3.3080], [1.0854, -1.6864, -1.6437], [2.7445, -1.9610, -2.2406], [4.4038, 4.8536, 0.0803], [6.2343, 4.2546, 1.6724], [6.0645, 2.0719, 2.8582], [4.5635, 0.4634, 3.7116], [4.6990, -0.5254, 2.2738], [3.0744, 0.0062, 2.8640], [2.8860, -1.8667, 0.6303], [2.2300, -2.6457, 2.3021], [0.6644, -1.6279, 2.8125], [2.9973, -2.5621, 3.0722], [1.9625, -3.6863, 2.1212], [-0.5176, 2.3706, 4.9593], [1.0120, 2.5836, 3.7717], [2.6004, 2.4275, 4.8961], [0.9976, 4.3876, 3.0249], [0.9816, 1.4015, 2.5866], [-0.3992, 3.0257, 5.8209], [-0.5623, 1.3370, 5.3091], [-1.4454, 2.6248, 4.4480], [2.5500, 3.1790, 5.6832], [3.5067, 2.5880, 4.3147], [2.6208, 1.4397, 5.3593], [1.1053, 5.0954, 3.8461], [0.0581, 4.5878, 2.5113], [1.8271, 4.5260, 2.3303], [-0.3885, -1.1526, -0.0030], [-1.3343, -1.9059, -0.9326], [-0.6568, -3.3906, -1.2574], [0.1231, -4.0970, -0.2289], [-0.0427, -5.5928, -0.5237], [-1.3279, -5.6569, -1.3432], [-1.2207, -4.3865, -2.1748], [-1.4132, -1.0615, -2.3617], [-1.9250, 0.3149, -2.2486], [-2.6408, 0.5936, -3.5699], [-1.9394, -0.3523, -4.5385], [-1.7402, -1.6012, -3.6874], [-2.8559, -1.8629, -0.2344], [-4.0558, -2.1555, -1.0424], [-5.1196, -2.5430, -0.0193], [-4.3054, -3.2417, 1.0663], [-3.0585, -2.3680, 1.1353], [-0.2459, -3.8518, 0.7697], [1.1756, -3.8077, -0.3043], [-0.0920, -6.1866, 0.3844], [0.7912, -5.9520, -1.1235], [-2.2008, -5.6272, -0.6916], [-1.3869, -6.5457, -1.9634], [-2.1698, -4.0615, -2.5878], [-0.5113, -4.5455, -2.9939], [-1.0699, 0.9964, -2.1128], [-2.5982, 0.4224, -1.3949], [-2.5631, 1.6348, -3.8709], [-3.6968, 0.3346, -3.4924], [-0.9750, 0.0592, -4.8353], [-2.5298, -0.5559, -5.4277], [-0.9252, -2.2274, -4.0490], [-2.6637, -2.1887, -3.6807], [-3.8866, -2.9857, -1.7322], [-4.3365, -1.2721, -1.6202], [-5.8871, -3.1821, -0.4429], [-5.5944, -1.6501, 0.3867], [-4.0526, -4.2557, 0.7607], [-4.8253, -3.2802, 2.0183], [-2.1834, -2.9107, 1.4923], [-3.2342, -1.5158, 1.7978]],
  "forces_ev_per_a": [[-0.1, 0.4, 0.5], [0.0, -0.1, 0.0], [-0.1, 0.0, 0.1], [0.2, 0.0, -0.1], [0.1, -0.2, 0.1], [0.1, -0.1, 0.0], [1.0, 0.4, -0.3], [-0.3, -0.1, 0.1], [-0.1, -0.5, 0.1], [0.1, 0.9, 0.4], [0.0, 0.1, 0.2], [-0.1, -0.3, 0.2], [0.0, 0.3, 0.0], [0.0, -0.3, -0.1], [0.0, 0.1, 0.1], [-0.2, -0.4, 0.2], [-0.6, 0.5, -0.6], [-0.2, 0.0, -0.2], [-0.1, -0.3, 0.1], [-0.1, 0.2, -0.2], [-0.1, -0.2, 0.1], [0.1, 0.1, 0.0], [0.1, -0.1, 0.0], [0.0, 0.0, 0.0], [-0.1, 0.0, -0.1], [-0.1, 0.1, 0.1], [-0.1, -0.1, 0.1], [-0.1, 0.1, 0.0], [-0.1, 0.0, 0.0], [0.0, 0.0, -0.1], [0.0, 0.0, -0.1], [0.0, -0.1, 0.0], [0.0, -0.1, 0.0], [0.3, -0.1, -0.1], [0.0, -0.1, 0.0], [0.0, 0.0, 0.0], [0.1, 0.0, 0.0], [0.0, -0.1, 0.1], [0.0, 0.0, 0.0], [-0.1, 0.0, 0.1], [0.2, -0.1, 0.0], [0.3, -0.5, 0.1], [-0.1, 0.1, -0.1], [0.2, -0.5, 0.5], [-0.1, 0.1, -0.2], [0.0, 0.3, -0.1], [0.3, 0.0, -0.3], [0.1, 0.8, 0.9], [-0.4, -0.1, -0.3], [0.0, -0.4, 0.1], [-0.2, -0.5, -0.9], [0.1, 0.1, 0.0], [0.1, 0.1, -0.1], [0.1, 0.0, -0.1], [-0.1, 0.1, 0.0], [-0.1, 0.0, -0.1], [-0.1, 0.0, -0.1], [0.0, 0.0, 0.1], [0.0, -0.1, 0.0], [0.0, -0.2, 0.1], [0.5, 0.7, 0.3], [-0.4, -0.1, -0.8], [-0.6, 1.0, 0.4], [0.5, 0.0, 0.4], [-0.2, 0.1, -0.1], [0.1, 0.1, -0.1], [-0.2, -0.3, -0.3], [-0.4, -0.6, 0.8], [0.1, 0.6, 0.1], [0.2, -0.1, 0.0], [-0.1, -0.1, 0.1], [0.1, -0.2, -0.4], [1.1, -0.3, -0.5], [-0.3, 0.2, -0.4], [0.2, 0.0, 0.1], [0.0, 0.3, -0.1], [0.1, 0.0, 0.4], [0.1, 0.0, 0.0], [-0.1, 0.0, 0.1], [0.1, 0.0, 0.1], [0.1, 0.0, 0.0], [-0.1, 0.0, 0.0], [-0.1, -0.1, 0.0], [-0.1, 0.0, -0.1], [-0.1, 0.0, -0.1], [-0.2, 0.0, 0.0], [0.0, 0.1, 0.0], [-0.1, 0.1, 0.0], [0.0, 0.0, 0.0], [0.1, 0.0, -0.1], [0.1, 0.0, -0.1], [-0.1, -0.1, 0.0], [0.1, 0.0, 0.0], [0.0, 0.0, 0.0], [0.0, -0.1, -0.1], [-0.1, 0.0, -0.1], [-0.1, 0.0, 0.0], [0.0, -0.1, 0.0], [0.0, -0.1, 0.1], [0.0, 0.0, 0.1], [0.1, -0.1, 0.1]]
}